# C27H37N2OPReSSi

A molecular structure, C27H37N2OPReSSi (ωB97M-V/def2-TZVPD, the Open Molecules 2025 dataset).

```
! wB97M-V def2-TZVPD RIJCOSX def2/J DEFGRID3
* xyz 2 4
Re 0.313 0.348 0.006
C -0.905 0.593 -3.804
Si -1.875 -0.429 -2.612
C -3.500 0.454 -2.411
C -1.932 -2.118 -3.363
N -1.164 -0.629 -0.901
C -1.768 -1.683 -0.140
C -3.031 -2.234 -0.393
C -3.510 -3.304 0.341
C -2.733 -3.867 1.346
C -1.493 -3.323 1.642
C -1.068 -2.227 0.922
O 0.161 -1.574 1.183
C 0.897 -2.009 2.323
C 2.003 -2.792 2.087
C 2.755 -3.215 3.177
C 2.380 -2.853 4.464
C 1.238 -2.084 4.671
C 0.476 -1.660 3.589
H -1.472 0.490 -4.737
H 0.103 0.230 -3.999
H -0.870 1.655 -3.567
H -4.057 0.365 -3.350
H -3.315 1.522 -2.256
H -4.152 0.096 -1.614
H -2.333 -2.012 -4.375
H -2.526 -2.869 -2.847
H -0.912 -2.501 -3.460
H -3.649 -1.823 -1.176
H -4.489 -3.705 0.121
H -3.084 -4.727 1.900
H -0.882 -3.743 2.429
H 2.266 -3.078 1.075
H 3.627 -3.835 3.016
H 2.964 -3.188 5.310
H 0.928 -1.829 5.675
H -0.448 -1.116 3.736
C -0.721 1.968 2.934
P -1.214 1.761 1.208
C -1.370 3.435 0.559
C -2.876 1.077 1.241
H -1.575 2.355 3.493
H 0.102 2.678 2.998
H -0.402 1.026 3.372
H -2.001 4.000 1.247
H -1.837 3.425 -0.426
H -0.394 3.917 0.498
H -3.504 1.717 1.863
H -2.871 0.066 1.650
H -3.275 1.042 0.228
C 3.332 0.222 2.142
S 2.201 1.419 1.410
C 3.363 2.338 0.385
H 3.732 -0.451 1.386
H 2.797 -0.332 2.908
H 4.136 0.792 2.604
H 4.093 2.777 1.062
H 2.823 3.125 -0.131
H 3.844 1.680 -0.334
N 4.153 3.273 -5.550
C 3.497 2.862 -4.702
C 2.679 2.343 -3.631
C 1.723 3.162 -3.029
C 0.949 2.672 -1.992
C 1.122 1.357 -1.551
C 2.080 0.542 -2.168
C 2.857 1.027 -3.207
H 1.592 4.177 -3.383
H 0.207 3.317 -1.542
H 2.223 -0.495 -1.858
H 3.593 0.400 -3.692
*
```

The value obtained for the HOMO energy (spin up / spin down) is -13.93 / -14.33 eV. The HOMO-LUMO gap (spin up / spin down) is 7.3 / 6.7 eV. The value obtained for the energy is -2342.5842 Eh. As for the expectation value of S²: 3.79. The LUMO energy (spin up / spin down) is -0.245 / -0.279 Ha.